57
Properties=species:S:1:pos:R:3:forces:R:3:nbo_charge:R:1 method="wB97M-V/def2-TZVPD" e_above_lowest_kj_mol=135.0 total_energy_ev=-58587.2911 homo_ev=-7.60 homo_lumo_gap_ev=8.06 lumo_ev=0.5 smiles="COc1ccccc1NS(=O)(=O)c1cc(NC(=O)c2sccc2C)ccc1N1CCCC1"
C 0.086845 -0.032072 -3.227654 0.023 0.127 -0.230 -0.2515
O -0.001199 -0.702308 -1.994568 -0.363 -0.371 0.357 -0.5296
C -1.227031 -1.146871 -1.580739 0.119 -0.061 0.130 0.3538
C -2.414274 -0.991298 -2.278315 0.194 0.093 -0.171 -0.3172
C -3.601626 -1.477800 -1.748966 -0.030 -0.026 0.071 -0.2056
C -3.613089 -2.125370 -0.529051 -0.084 0.003 0.019 -0.2409
C -2.430303 -2.295218 0.173703 0.073 -0.026 -0.252 -0.1950
C -1.239115 -1.811188 -0.340127 -0.604 0.106 -0.371 0.0535
N -0.047156 -1.982250 0.374211 0.430 0.080 0.860 -0.8451
S 0.146221 -1.083723 1.790938 0.062 -0.516 -0.122 2.3146
O 1.443539 -1.429980 2.291993 0.077 0.189 -0.267 -0.9365
O -0.966427 -1.362349 2.646567 0.010 0.201 -0.326 -0.9318
C 0.238798 0.577862 1.083733 0.065 -0.496 0.322 -0.4165
C 1.569183 0.897125 0.878614 0.351 0.521 0.061 -0.2135
C 1.973838 1.875605 -0.014706 -0.726 -0.171 0.211 0.1592
N 3.325924 2.169175 -0.227336 0.167 0.498 -0.208 -0.6280
C 4.405423 1.337339 -0.113947 0.174 0.257 -0.053 0.6528
O 5.530218 1.795614 -0.048943 0.090 -0.059 0.059 -0.5907
C 4.129882 -0.110743 -0.139384 -0.036 -0.684 -0.409 -0.3319
S 3.076108 -0.785962 -1.346503 0.471 -0.166 0.399 0.4372
C 3.337357 -2.368859 -0.731414 -0.045 0.338 -0.220 -0.4030
C 4.179430 -2.372187 0.329731 -0.104 -0.039 -0.122 -0.2361
C 4.655267 -1.080889 0.671385 -0.084 0.416 -0.157 0.0143
C 5.562207 -0.822102 1.824498 0.006 0.090 0.059 -0.6448
C 0.980843 2.553613 -0.718289 0.286 -0.272 0.176 -0.2098
C -0.345978 2.284281 -0.483686 -0.231 -0.054 0.063 -0.2899
C -0.781403 1.308282 0.442267 -0.016 0.222 -0.128 0.2971
N -2.110982 1.140827 0.663746 -0.262 -0.007 -0.074 -0.4351
C -3.114900 1.840461 -0.118467 -0.120 0.116 -0.255 -0.2133
C -4.435612 1.425987 0.518764 0.088 0.118 0.031 -0.4080
C -4.048415 1.313973 1.988236 0.123 -0.062 -0.094 -0.4070
C -2.685640 0.632845 1.897252 -0.272 -0.246 0.452 -0.2135
H -0.228131 -0.673810 -4.056343 -0.006 0.020 0.033 0.1797
H -0.509538 0.885468 -3.225350 0.007 -0.029 0.009 0.1790
H 1.138553 0.222188 -3.344742 -0.065 0.035 -0.059 0.2076
H -2.429208 -0.489197 -3.233145 0.049 0.046 -0.085 0.2219
H -4.518005 -1.345851 -2.304876 -0.079 0.001 -0.049 0.2163
H -4.537910 -2.506651 -0.123927 -0.089 -0.040 0.039 0.2182
H -2.406882 -2.799893 1.125736 -0.008 -0.088 0.083 0.2422
H 0.770857 -1.839406 -0.205443 0.234 0.057 0.000 0.4187
H 2.296344 0.324691 1.429092 0.103 0.047 -0.023 0.2638
H 3.564194 3.142322 -0.374233 0.105 -0.177 0.100 0.4103
H 2.855844 -3.201553 -1.205146 -0.068 -0.235 -0.077 0.2395
H 4.462167 -3.260682 0.864190 0.029 -0.194 0.102 0.2274
H 6.367808 -1.553421 1.838568 0.078 -0.013 0.052 0.2223
H 5.986863 0.175544 1.760995 0.068 -0.003 0.063 0.2440
H 5.001541 -0.916009 2.755022 0.034 -0.020 0.101 0.2279
H 1.255129 3.300479 -1.448898 0.019 0.092 -0.105 0.2155
H -1.080140 2.840219 -1.041954 -0.115 0.066 -0.003 0.2207
H -3.049015 1.549656 -1.170493 0.016 0.107 -0.016 0.2049
H -2.991472 2.929543 -0.038562 0.028 -0.004 -0.072 0.1788
H -5.226901 2.149669 0.334378 -0.030 0.001 -0.060 0.2156
H -4.743361 0.452219 0.138382 -0.033 -0.012 -0.037 0.2117
H -3.955312 2.307384 2.429809 -0.009 0.036 0.036 0.1996
H -4.756034 0.733861 2.574774 -0.020 -0.011 0.080 0.2188
H -2.811344 -0.450699 1.843654 -0.056 0.226 0.111 0.2149
H -2.033960 0.852117 2.744981 -0.026 -0.027 -0.033 0.2129